Entry 1:
{"formula": "C9H13NO2", "method": "wB97M-V/def2-TZVPD", "charge": -1, "homo_ha": [0.020, -0.115], "e_tot_ev": -15126.1218, "fmax_ev_per_a": 5.8, "de_lowest_kj_mol": 255.9, "multiplicity": 2, "orbital_gap_ev": [2.59, 6.17], "e_lumo_ev": [3.1, 3.0], "species": ["C", "C", "O", "N", "H", "H", "H", "H", "H", "C", "C", "C", "C", "C", "C", "C", "O", "H", "H", "H", "H", "H", "H", "H", "H"], "positions_angstrom": [[1.103506, 4.201951, -0.526760], [1.758489, 3.719248, 0.844772], [2.415134, 4.551900, 1.449154], [1.320471, 2.446332, 1.274221], [1.467223, 2.352422, 2.359558], [0.526330, 1.970554, 0.832438], [1.898923, 4.669523, -0.937456], [0.329640, 4.880327, -0.168141], [0.721327, 3.470235, -1.149640], [1.132877, -3.428174, -0.465227], [-1.929997, -0.741507, -0.174798], [-1.465495, -1.320137, 0.996138], [-1.827681, -1.428789, -1.482193], [-0.473888, -2.297694, 0.866688], [-0.907357, -2.490962, -1.583355], [-0.280961, -2.914496, -0.382995], [-2.551313, 0.472370, -0.128327], [-2.843230, 0.684475, 0.751138], [-1.946405, -0.880127, 1.940945], [-2.419606, -1.196373, -2.343070], [-0.151498, -2.869661, 1.833714], [-0.790611, -3.082600, -2.389724], [1.386179, -4.142170, 0.229842], [1.976783, -2.700157, -0.279804], [1.551160, -3.926492, -1.367127]], "forces_ev_per_angstrom": [[-0.327, -0.791, 4.117], [-2.557, -0.321, -1.238], [-0.052, -1.516, 0.157], [1.485, 1.843, 2.923], [-0.564, -0.244, -3.061], [0.632, 0.396, 0.296], [2.124, 1.966, -1.782], [0.043, 0.155, -0.386], [-0.821, -1.604, -1.068], [1.598, 0.330, -1.943], [-0.136, -1.825, -0.527], [-0.532, 1.103, -0.395], [1.458, -0.468, 0.703], [-1.132, -0.713, 3.501], [-1.696, 2.647, 4.913], [2.432, -0.098, -1.745], [-0.853, 1.272, -1.190], [-0.043, -0.140, 0.628], [1.296, -0.725, -0.865], [-0.490, 0.533, -0.151], [-0.428, 0.933, -1.695], [0.460, -1.486, -3.033], [0.100, -1.895, 2.242], [-0.970, 0.374, -0.063], [-1.029, 0.272, -0.338]], "mulliken_charge": [-1.0506, 0.4892, -0.5680, -0.4241, 0.2584, 0.2532, 0.3187, 0.2488, 0.4342, -1.5471, 0.3525, -0.2672, -0.4944, -0.8813, -0.7752, 0.8434, -0.5826, 0.2711, 0.1188, 0.4129, 0.0691, 0.4127, 0.3516, 0.3766, 0.3794]}



Entry 2:
{"formula": "C3H6O", "method": "wB97M-V/def2-TZVPD", "charge": 0, "homo_ha": -0.321, "e_tot_ev": -5252.6980, "fmax_ev_per_a": 4.5, "de_lowest_kj_mol": 289.1, "orbital_gap_ev": 9.76, "smiles": "C=COC", "e_lumo_ev": 1.0, "species": ["C", "C", "C", "H", "H", "H", "H", "H", "H", "O"], "positions_angstrom": [[-1.742512, -0.067126, 0.102305], [0.778763, 0.379773, 0.084583], [1.964235, -0.271200, -0.035293], [-1.855667, -0.557470, 1.040441], [-2.164619, 1.054665, -0.303221], [-2.244632, -0.814813, -0.695232], [0.602282, 1.412795, -0.115774], [2.867909, 0.458125, 0.045304], [2.177204, -1.340475, 0.062490], [-0.382962, -0.254274, -0.185599]], "forces_ev_per_angstrom": [[-0.863, 0.752, -4.385], [-0.070, -1.152, -1.816], [0.963, 2.635, 1.468], [-1.144, 0.805, 1.241], [1.047, -2.884, 2.096], [0.835, 1.724, 1.813], [0.807, 1.170, 0.676], [-1.588, -1.588, -0.263], [-0.512, 0.484, -0.267], [0.524, -1.946, -0.563]], "mulliken_charge": [-0.5733, 0.0152, -0.6229, 0.2911, 0.2473, 0.1924, 0.2820, 0.2005, 0.2714, -0.3037]}



Entry 3:
{"formula": "C10H15NO", "method": "wB97M-V/def2-TZVPD", "charge": 1, "homo_ha": [-0.462, -0.462], "e_tot_ev": -14141.8392, "fmax_ev_per_a": 3.3, "de_lowest_kj_mol": 129.6, "multiplicity": 2, "orbital_gap_ev": [8.08, 4.15], "e_lumo_ev": [-4.5, -8.4], "species": ["C", "C", "C", "C", "C", "C", "C", "H", "H", "H", "H", "H", "H", "H", "H", "C", "C", "C", "O", "N", "H", "H", "H", "H", "H", "H", "H"], "positions_angstrom": [[-2.217515, -1.174454, -1.791848], [-0.307352, -3.254819, 0.706411], [-1.087144, -2.951407, -0.404281], [-0.057090, -2.328105, 1.676227], [-1.364927, -1.537460, -0.612556], [-0.490133, -0.982111, 1.505208], [-1.027671, -0.541077, 0.282329], [0.097260, -4.261390, 0.741823], [-1.251597, -3.752125, -1.106115], [0.243932, -2.611590, 2.678516], [-0.397517, -0.309224, 2.349066], [-2.081947, -1.848127, -2.637071], [-1.721865, -0.254342, -2.157610], [-1.134306, 0.502404, 0.038516], [-3.271329, -0.964560, -1.631138], [1.383641, 2.600372, -0.591416], [1.810491, 1.235696, -1.129492], [1.658914, 2.733767, 0.876945], [2.695788, 2.716528, 1.487203], [0.460068, 2.701407, 1.633309], [2.090501, 3.301581, -1.055938], [0.390972, 2.931160, -0.842116], [0.945644, 0.563644, -1.240747], [0.415683, 2.858330, 2.636324], [-0.448322, 2.719981, 1.180388], [2.420397, 0.619534, -0.468107], [2.245437, 1.286395, -2.123818]], "forces_ev_per_angstrom": [[1.977, 0.817, -0.892], [-0.192, -1.689, -1.649], [2.133, 0.810, 1.621], [-1.002, 0.428, 1.071], [-2.459, -0.794, -1.530], [-0.494, 1.347, -1.197], [1.492, -0.958, 2.072], [-0.178, 0.053, 0.495], [-0.548, 0.301, -0.379], [0.597, -0.102, -0.255], [0.167, 0.152, -0.165], [-0.322, -0.445, 0.271], [-0.674, 0.090, 0.039], [-0.414, 0.068, 0.147], [-0.042, -0.072, 0.384], [2.305, 0.566, -0.343], [-1.234, -1.305, -0.163], [-2.153, -0.749, 2.398], [0.596, 0.226, -0.928], [-0.511, -0.093, -0.520], [-0.346, 0.157, 0.061], [-0.405, -0.147, -0.169], [-0.160, 0.277, -0.175], [0.592, 0.021, -0.429], [0.494, 0.276, 0.044], [0.550, 0.661, 0.074], [0.231, 0.103, 0.115]], "mulliken_charge": [-1.2219, -0.3635, -0.5497, -0.4583, 1.1823, -0.2595, -0.5643, 0.4037, 0.3869, 0.4268, 0.4193, 0.3680, 0.3402, 0.4870, 0.3484, -0.3764, -0.8129, 0.4269, -0.5839, -0.3931, 0.2603, 0.4359, -0.0126, 0.2273, 0.1797, 0.3427, 0.3608]}